{
  "formula": "C3H7NOS",
  "method": "wB97M-V/def2-TZVPD",
  "species": ["H", "H", "C", "C", "C", "H", "N", "S", "O", "H", "H", "H", "H"],
  "positions_angstrom": [[-1.363707, -0.462492, -1.228847], [-0.283766, 1.191254, -1.828944], [0.330656, 0.729711, -1.159008], [-0.331555, -0.964889, 0.632310], [-0.348235, -0.615591, -0.916785], [0.055360, -1.368089, -1.488125], [0.124398, 1.603059, 0.129998], [0.198036, 0.646546, 1.279566], [-0.283450, 1.163416, 2.499674], [-1.421365, -1.302831, 0.989670], [1.414906, 0.551546, -1.544960], [0.357732, -1.682205, 0.946843], [1.550991, 0.510566, 1.688608]],
  "atomic_forces_ev_per_a": [[-0.63, -0.29, 0.08], [-0.80, 1.55, -2.32], [1.95, -0.40, 2.70], [-3.18, 0.96, -1.09], [-0.82, 0.92, 2.53], [1.01, -1.84, -1.26], [0.61, -1.25, -3.32], [2.40, 0.54, 0.46], [-1.85, 0.02, 2.15], [2.52, 1.12, -0.44], [-1.69, 0.89, 0.93], [1.20, -1.23, 0.35], [-0.72, -0.99, -0.77]],
  "mulliken_charge": [0.26, 0.36, -0.45, -0.50, -0.67, 0.45, -0.46, 0.65, -0.63, 0.28, 0.22, 0.37, 0.12],
  "charge": 0,
  "de_lowest_kcal_mol": 95.99,
  "lumo_ev": 0.71,
  "total_energy_ha": -646.559009,
  "smiles": "O=[S@@H]1=NCCC1",
  "gap_ha": 0.373
}

---

{
  "formula": "C19H29Cl2N2O5SSe2Zr",
  "method": "wB97M-V/def2-TZVPD",
  "species": ["O", "H", "H", "H", "Cl", "C", "H", "C", "H", "Zr", "C", "H", "H", "Se", "H", "H", "H", "C", "C", "H", "H", "H", "H", "C", "C", "H", "C", "H", "Se", "C", "H", "C", "C", "H", "C", "C", "H", "N", "H", "H", "H", "O", "C", "O", "H", "Cl", "H", "H", "S", "O", "H", "N", "C", "C", "C", "C", "O", "H", "H", "C", "H"],
  "positions_angstrom": [[-0.629244, 0.952799, 1.997487], [-4.279598, 1.567076, 3.545311], [-3.024866, 2.003397, 0.460674], [1.585580, -4.008653, 2.200020], [-0.297516, 3.865582, -3.119182], [2.244013, 1.278930, -4.759377], [3.069875, -3.024339, 4.361830], [1.301881, -2.236216, 3.369170], [3.070852, -0.513856, -3.898633], [0.124076, -0.394756, 0.607952], [-1.811969, 1.351153, 2.106411], [2.155122, -1.756925, 6.000575], [2.668725, -0.712140, 4.099878], [-1.439323, -1.967701, 2.116347], [1.004942, -0.159013, 3.952899], [-1.765115, 1.775045, 5.193987], [-4.259353, -3.019745, -2.189102], [-0.205827, -2.381399, 3.605294], [1.984203, -3.029029, 4.522066], [1.645116, -4.066534, 4.493318], [-4.302271, -3.107378, -0.411629], [-3.692967, 3.126972, 4.127444], [2.766950, 1.170330, -5.699104], [-1.353468, 2.242089, 4.299605], [0.890898, 1.574677, -2.300222], [-1.592609, -5.008704, -0.898710], [2.415716, 0.335994, -3.762828], [-1.565684, -4.506420, -2.606019], [2.332268, 0.171761, 1.821114], [-3.632658, 2.414708, 3.310408], [-1.253817, 3.314525, 4.465148], [0.741627, 2.506477, -3.344092], [1.801868, -2.941511, 2.110521], [-0.407117, -3.812841, -1.453407], [-2.793199, 1.067808, 0.977041], [-2.927230, -0.847779, -0.502183], [1.264298, 3.107634, -5.319164], [-2.244352, 1.991212, 3.168511], [-3.869487, -4.526077, -1.357529], [-3.472812, -0.478863, -1.375669], [-3.632034, -1.264805, 0.221142], [1.642280, -2.544115, 5.798602], [1.739220, 0.501068, -2.569588], [-2.150880, 0.180165, 0.079512], [-0.444135, -3.407498, 3.880362], [1.980204, -0.669757, -1.305862], [2.879332, -2.783232, 2.041494], [-3.704740, 0.622597, 1.378646], [0.085529, 1.783478, -0.774745], [1.196378, -2.473150, 0.879076], [-3.995563, 2.908101, 2.409604], [-2.362881, -3.104869, -1.256749], [-1.926374, -1.914447, -0.921376], [1.773260, -0.767349, 3.481245], [1.405282, 2.362200, -4.548891], [-3.780910, -3.445646, -1.306086], [-0.704526, -1.611016, -0.928245], [-0.371953, 1.833363, 4.087161], [1.742472, -2.822998, 0.168801], [-1.419999, -4.174807, -1.578114], [-0.501093, -1.746571, 4.435148]],
  "atomic_forces_ev_per_a": [[-0.57, 1.14, 0.46], [0.03, 0.00, 0.02], [-0.08, -0.01, -0.02], [0.01, -0.01, -0.11], [-0.03, 0.09, -0.05], [0.02, 0.01, -0.03], [-0.02, 0.02, 0.06], [0.05, -0.11, 0.18], [-0.01, 0.01, -0.03], [0.78, -0.12, -0.18], [-0.32, -0.13, -0.01], [0.06, 0.02, -0.02], [0.01, 0.02, 0.01], [-0.45, -0.29, 0.60], [-0.01, -0.04, 0.08], [0.00, -0.01, -0.02], [0.02, 0.00, 0.01], [-0.13, -0.02, -0.21], [0.01, 0.03, -0.21], [0.02, 0.01, 0.02], [0.04, -0.04, 0.01], [0.03, 0.02, 0.00], [-0.01, 0.01, 0.00], [0.13, 0.04, 0.06], [0.04, -0.04, -0.15], [-0.01, 0.01, 0.00], [0.08, -0.16, 0.10], [-0.03, 0.02, 0.01], [0.67, 0.13, 0.58], [-0.17, -0.01, -0.06], [-0.08, 0.00, -0.03], [0.09, -0.23, 0.15], [-0.01, 0.03, 0.34], [0.00, 0.02, -0.01], [0.06, 0.02, 0.03], [0.04, -0.13, -0.02], [-0.01, 0.00, 0.01], [0.15, 0.06, 0.02], [0.01, -0.01, 0.02], [-0.02, 0.02, -0.01], [0.02, 0.05, 0.04], [-0.09, -0.01, 0.07], [-0.23, 0.40, -0.36], [-0.24, -0.10, 0.22], [0.04, -0.03, -0.02], [0.68, -0.18, -0.33], [0.01, -0.04, -0.07], [-0.01, -0.01, 0.01], [0.04, 0.16, 0.14], [0.03, -0.34, 0.11], [0.04, 0.00, 0.01], [0.14, -0.06, -0.10], [-0.22, 0.02, -0.01], [-0.08, 0.09, -0.33], [-0.01, 0.04, -0.02], [-0.15, 0.11, -0.02], [-0.48, -0.44, -0.71], [-0.01, -0.03, -0.01], [0.02, 0.07, -0.23], [0.04, -0.03, -0.03], [0.06, -0.03, 0.05]],
  "mulliken_charge": [-0.62, 0.33, 0.37, 0.46, -0.20, -0.40, 0.51, 2.43, 0.45, 0.14, 0.82, 0.36, 0.61, -0.34, 0.41, 0.38, 0.33, -1.35, -1.49, 0.50, 0.36, 0.36, 0.38, -0.96, 0.28, 0.40, -0.90, 0.38, -0.26, -1.03, 0.37, 0.18, -1.56, 0.22, -0.86, -0.96, 0.42, 0.23, 0.37, 0.42, 0.56, -0.54, 0.88, -0.07, 0.52, -0.17, 0.52, 0.56, -0.33, 0.02, 0.38, 0.23, 0.61, -1.56, -0.70, -0.95, -0.52, 0.22, 0.27, -1.02, 0.52],
  "charge": 1,
  "de_lowest_kcal_mol": 10.49,
  "lumo_ev": -2.41,
  "total_energy_ha": -7395.524883,
  "gap_ha": 0.280
}

---

{
  "formula": "C4H13N7",
  "method": "wB97M-V/def2-TZVPD",
  "species": ["H", "N", "N", "C", "N", "N", "C", "H", "H", "H", "N", "H", "H", "H", "H", "N", "C", "H", "N", "H", "H", "C", "H", "H"],
  "positions_angstrom": [[0.478854, 2.717335, 0.213023], [-0.353018, -1.689227, 0.346295], [-2.930355, -2.236489, -0.488791], [2.475873, 2.024806, 1.553426], [0.060388, -0.693790, -1.771738], [-1.952199, -1.786595, -1.409652], [1.466891, -0.507341, -1.416066], [-2.342474, -1.102932, -2.041420], [3.283365, 1.909144, 2.274586], [1.523476, 0.053131, -0.488230], [-1.356408, 1.106220, 2.226136], [-0.577616, 1.007561, 2.891006], [-1.655029, 1.709809, 0.296149], [2.718782, 2.598245, 0.629832], [0.610717, -1.364280, 0.448937], [1.283691, 1.683753, 1.803187], [-0.932329, 1.559443, 1.121896], [-2.750261, -1.736881, 0.387188], [0.389904, 1.863284, 0.769918], [1.913101, 0.108712, -2.227295], [-2.643322, -3.195293, -0.284643], [-0.721935, -1.431191, -0.854268], [-0.022563, -1.139141, -2.663189], [2.032466, -1.458281, -1.316285]],
  "atomic_forces_ev_per_a": [[0.23, -0.41, 0.09], [-0.47, -0.13, -0.74], [0.40, -0.41, 0.24], [0.33, 1.18, -0.47], [0.06, -0.47, 0.48], [0.31, 0.09, 0.58], [0.14, 0.15, -0.87], [0.16, 0.04, 0.03], [-0.44, -0.18, 0.06], [0.13, 0.10, -0.02], [0.40, 0.14, -0.33], [-0.28, 0.00, -0.25], [0.54, 0.05, 0.35], [0.00, -0.55, 0.37], [-0.41, -0.25, 0.30], [0.59, -0.34, -0.44], [-1.08, -0.17, 0.23], [-0.17, -0.08, -0.07], [-0.38, 0.31, 0.42], [-0.10, -0.43, 0.62], [-0.38, 0.16, 0.05], [0.74, 0.75, 0.11], [-0.06, 0.02, -0.70], [-0.27, 0.43, -0.04]],
  "mulliken_charge": [0.28, -0.77, -0.69, -0.41, -0.28, -0.20, -0.85, 0.28, 0.26, 0.14, -0.61, 0.31, 0.35, 0.25, 0.32, -0.47, -0.03, 0.30, 0.01, 0.30, 0.28, 0.53, 0.29, 0.38],
  "charge": 0,
  "lumo_ev": 0.71,
  "total_energy_ha": -543.412216,
  "smiles": "[H]/N=C(\\NC)NN.[H]/N=C\\NN=C",
  "gap_ha": 0.362
}